(1)
# ClNO4S

A cluster of 2 separate species, ClNO4S in total (ωB97M-V/def2-TZVPD, OMol25).

The geometry in ORCA input format:
```
! RIJCOSX wB97M-V def2-TZVPD def2/J DEFGRID3
* xyz 0 1
Cl 0.741 -1.431 -2.003
S -0.588 1.626 -0.036
O 1.379 -1.860 -0.264
O -1.922 1.621 -0.572
O -0.030 -0.653 0.846
O -0.450 2.116 1.306
N 0.869 -1.419 0.724
*
```

Orbital gap (spin up / spin down) (eV): 8.7476 / 8.7456
Relative energy (zero: lowest compared OMol25 entry of this formula, charge and spin) (kcal/mol): 34.2
E_HOMO (spin up / spin down) (eV): -11.247 / -11.246

***

(2)
# ClNa2

A structure of composition ClNa2 (ωB97M-V/def2-TZVPD, OMol25).

The geometry in ORCA input format:
```
! RIJCOSX wB97M-V def2-TZVPD def2/J DEFGRID3
* xyz 1 1
Cl 0.561 2.338 -2.507
Na -0.178 -3.087 1.893
Na -0.384 0.749 0.614
*
```

Orbital gap (eV): 3.1474
Relative energy (zero: lowest compared OMol25 entry of this formula, charge and spin) (kcal/mol): 104.1
E_HOMO (eV): -10.302

***

(3)
# ClZn

A structure of composition ClZn (ωB97M-V/def2-TZVPD, OMol25).

The geometry in ORCA input format:
```
! RIJCOSX wB97M-V def2-TZVPD def2/J DEFGRID3
* xyz 1 1
Zn 28.747 -0.455 2.003
Cl 26.952 -1.445 0.979
*
```

Orbital gap (eV): 7.3034
Relative energy (zero: lowest compared OMol25 entry of this formula, charge and spin) (kcal/mol): 8.4
E_HOMO (eV): -16.779

***

(4)
# CoF8N4O16S8

A structure of composition CoF8N4O16S8 (ωB97M-V/def2-TZVPD, OMol25).

The geometry in ORCA input format:
```
! RIJCOSX wB97M-V def2-TZVPD def2/J DEFGRID3
* xyz -1 5
Co -0.019 -0.021 -0.099
S -1.553 2.702 -1.018
S 0.552 -0.913 2.815
S -1.913 -1.553 -2.217
S -0.180 -2.905 1.813
S 3.106 0.476 -0.112
S -2.454 1.804 1.003
S 2.297 2.351 0.744
S 0.234 -2.062 -2.921
F 0.921 2.923 1.349
F -2.642 -0.968 -0.901
F 2.615 -0.985 -0.599
F -0.268 2.562 -1.977
F 0.450 0.668 2.633
F -0.785 -3.228 0.343
F -2.312 0.426 1.774
F 1.529 -1.037 -2.881
O -0.167 -1.920 -4.351
O 3.849 -0.058 0.994
O -2.169 2.675 2.134
O -0.260 -1.028 3.984
O 0.960 -3.777 1.867
O 2.002 -0.965 2.889
O -1.442 4.072 -0.485
O -3.829 1.794 0.533
O 3.110 2.296 1.911
O -2.359 -2.929 -2.174
O 2.593 3.450 -0.204
O -2.649 2.441 -1.973
O 3.794 0.915 -1.287
O -2.417 -0.641 -3.274
O 0.859 -3.252 -2.456
O -1.371 -3.350 2.543
N -1.211 1.550 -0.168
N -0.548 -1.178 -1.719
N 1.658 0.914 0.044
N 0.019 -1.250 1.446
*
```

Orbital gap (spin up / spin down) (eV): 9.0957 / 3.8794
E_HOMO (spin up / spin down) (eV): -9.052 / -8.948

***

(5)
# CoF8N4O16S8

A structure of composition CoF8N4O16S8 (ωB97M-V/def2-TZVPD, OMol25).

The geometry in ORCA input format:
```
! RIJCOSX wB97M-V def2-TZVPD def2/J DEFGRID3
* xyz -2 4
Co -0.573 -0.178 -0.020
S 2.439 0.658 -1.366
S 0.650 1.462 2.621
S 1.400 -0.872 2.550
S -0.399 -2.513 -2.455
S -3.330 1.262 -1.256
S 3.598 2.676 -0.677
S -0.877 -3.387 -0.322
S -3.436 0.715 1.068
F 2.372 -0.159 -2.728
F -0.131 -1.005 -3.023
F -2.225 1.768 -2.293
F -2.790 -0.586 1.796
F 4.248 3.972 -1.379
F -0.180 2.490 1.698
F 1.645 -2.054 1.466
F -0.855 -2.971 1.219
O -1.621 -2.868 -3.117
O -0.126 1.314 3.824
O -4.769 0.166 0.955
O 0.851 -3.125 -2.822
O 2.363 3.186 -0.165
O 4.556 2.302 0.307
O 1.913 2.122 2.678
O -3.979 2.488 -0.875
O 1.017 0.981 -1.251
O 3.026 -0.282 -0.468
O -3.171 1.798 1.983
O -2.285 -3.703 -0.391
O 2.790 -0.561 2.739
O 0.718 -1.559 3.608
O -4.079 0.318 -2.025
O 0.078 -4.457 -0.379
N -2.348 0.617 -0.215
N 3.478 1.867 -2.031
N 0.521 0.056 1.629
N -0.489 -1.937 -0.882
*
```

Orbital gap (spin up / spin down) (eV): 9.1005 / 8.3642
Relative energy (zero: lowest compared OMol25 entry of this formula, charge and spin) (kcal/mol): 42.6
E_HOMO (spin up / spin down) (eV): -5.234 / -5.237

***

(6)
# CoHO3S

A structure of composition CoHO3S (ωB97M-V/def2-TZVPD, OMol25).

The geometry in ORCA input format:
```
! RIJCOSX wB97M-V def2-TZVPD def2/J DEFGRID3
* xyz 1 4
Co -0.931 -2.289 0.524
S 0.081 0.570 0.600
O 1.185 0.588 1.525
O -0.989 -0.454 1.024
O 0.348 0.292 -0.808
H -1.686 -1.714 2.050
*
```

Orbital gap (spin up / spin down) (eV): 6.3009 / 8.1834
Relative energy (zero: lowest compared OMol25 entry of this formula, charge and spin) (kcal/mol): 53.5
E_HOMO (spin up / spin down) (eV): -14.957 / -16.301

***

(7)
# CrH12O6

A structure of composition CrH12O6 (ωB97M-V/def2-TZVPD, OMol25).

The geometry in ORCA input format:
```
! RIJCOSX wB97M-V def2-TZVPD def2/J DEFGRID3
* xyz 2 5
Cr 0.112 -0.089 0.229
O -0.381 1.944 -0.187
O -1.762 -0.370 -0.555
O 1.994 0.245 0.902
O 0.925 -0.157 -1.791
O 0.236 -2.166 0.289
O -0.623 0.312 2.123
H -1.303 2.183 -0.127
H -0.552 -2.652 0.379
H -1.269 -0.325 2.439
H 0.063 2.511 -0.817
H -2.116 0.227 -1.208
H -2.419 -1.060 -0.428
H 0.524 -0.438 -2.633
H -0.869 1.180 2.497
H 0.686 -2.471 -0.493
H 2.370 1.153 0.894
H 2.644 -0.340 0.469
H 1.743 0.312 -1.982
*
```

Orbital gap (spin up / spin down) (eV): 8.4101 / 13.2719
Relative energy (zero: lowest compared OMol25 entry of this formula, charge and spin) (kcal/mol): 5.1
E_HOMO (spin up / spin down) (eV): -15.710 / -20.575

***

(8)
# CsH2O

A structure of composition CsH2O (ωB97M-V/def2-TZVPD, OMol25).

The geometry in ORCA input format:
```
! RIJCOSX wB97M-V def2-TZVPD def2/J DEFGRID3
* xyz 1 1
Cs 0.438 0.179 -2.519
O 0.125 -0.275 0.645
H -0.620 0.213 0.276
H 0.057 -0.117 1.598
*
```

Orbital gap (eV): 11.9731
Relative energy (zero: lowest compared OMol25 entry of this formula, charge and spin) (kcal/mol): 6.5
E_HOMO (eV): -16.013

***

Ordered calculated total energy results: -33032.265; -21347.589; -60930.942; -184758.148; -184767.642; -54606.501; -40886.904; -2622.402; unit eV.
Ordered strongest force on any atom results: 4.0; 1.7; 2.7; 13.2; 7.8; 3.5; 2.1; 0.5; unit eV/A.